[1]
The following is a DFT calculation (the ωB97M-V functional and the def2-TZVPD basis) of a molecular structure, C39H75BBr4INO13PS.

XYZ file:
```
136
C39H75BBr4INO13PS the ωB97M-V functional and the def2-TZVPD basis
C 5.0906 -0.4557 0.5224
C 3.9188 -0.1711 -0.5251
C 2.7354 0.7753 0.0493
C 1.6902 0.9752 -1.1649
N 0.5949 -0.0190 -1.0787
C -0.6618 0.5250 -0.5300
I -0.4831 2.0322 1.0844
O -1.0860 1.3969 -1.6232
B -2.5407 1.5646 -1.5480
P -3.3223 3.2537 -1.0489
O -3.7823 3.1392 0.6051
O -4.7373 3.6574 -1.9019
S -2.0390 4.7518 -1.1270
O -2.9519 0.3275 -0.8556
C -1.8843 -0.5586 -0.3817
C -1.9818 -1.7055 -1.5046
Br -3.3890 -1.6822 -2.9182
C -1.1322 -2.8234 -1.5772
C -1.3147 -3.9316 -2.7239
Br 0.2974 -3.1527 -0.2791
C -2.4478 -0.9053 1.0656
Br -1.0896 -1.3531 2.4332
C -3.4922 -2.1549 0.9872
C -4.8856 -1.7551 0.3350
Br -3.9157 -2.6242 2.9136
H 4.6479 -1.0252 1.3897
H 5.6312 0.4941 0.8020
H 5.8513 -1.1426 0.0091
H 3.5097 -1.1726 -0.8834
H 4.3982 0.3271 -1.4382
H 3.1128 1.7688 0.4332
H 2.2338 0.1515 0.8643
H 2.2886 0.7071 -2.1050
H 1.3667 2.0482 -1.3050
H 0.3912 -0.3157 -2.0372
H -2.8648 1.4258 -2.7080
H -4.6178 2.6338 0.6528
H -5.1530 4.3777 -1.3707
H -0.5681 -4.7665 -2.5509
H -1.1062 -3.4316 -3.7142
H -2.3706 -4.3538 -2.6524
H -3.0653 -0.0240 1.4179
H -3.0193 -3.0899 0.5668
H -5.0152 -0.6388 0.1861
H -5.7336 -2.0856 1.0251
H -5.0424 -2.3312 -0.6378
C -5.4952 -0.6857 -7.5044
C -4.8610 -1.7894 -6.7041
O -5.4275 -2.2861 -5.7517
C -3.4928 -2.2535 -7.1286
H -6.4762 -0.4531 -7.0859
H -4.8717 0.2091 -7.4562
H -5.6230 -1.0028 -8.5418
H -2.7842 -1.4252 -7.0670
H -3.5318 -2.6417 -8.1488
H -3.1586 -3.0511 -6.4623
C -2.5060 3.5134 -9.4575
C -2.9941 2.8226 -8.2111
O -3.4143 1.6826 -8.2451
C -2.9413 3.5983 -6.9222
H -2.6026 2.8362 -10.3080
H -3.1078 4.4041 -9.6486
H -1.4549 3.7856 -9.3440
H -3.5623 4.4931 -7.0009
H -1.9095 3.8745 -6.6962
H -3.3228 2.9781 -6.1097
C 4.4483 -2.7183 5.5898
C 3.7588 -2.4629 4.2762
O 3.8323 -1.3849 3.7235
C 2.9733 -3.5994 3.6768
H 4.9746 -1.8149 5.9037
H 3.7115 -2.9770 6.3515
H 5.1742 -3.5259 5.4787
H 2.1723 -3.8964 4.3569
H 3.6355 -4.4454 3.4808
H 2.5299 -3.2751 2.7336
C 7.6708 4.0981 0.8989
C 6.4900 3.6259 1.7054
O 5.4616 3.2733 1.1681
C 6.6345 3.6083 3.2053
H 7.4218 4.0570 -0.1616
H 7.9121 5.1301 1.1622
H 8.5306 3.4493 1.0838
H 6.8303 4.6183 3.5720
H 7.4476 2.9384 3.4926
H 5.7077 3.2463 3.6537
C 4.8489 5.9989 -2.8372
C 6.3211 6.0239 -2.5252
O 6.7687 5.4520 -1.5520
C 7.2174 6.7855 -3.4666
H 4.3279 5.4154 -2.0765
H 4.4504 7.0156 -2.8328
H 4.6828 5.5331 -3.8106
H 6.9243 7.8370 -3.4902
H 7.1565 6.3546 -4.4680
H 8.2494 6.7173 -3.1183
C -1.2776 -8.4658 -5.3079
C -1.9425 -7.2614 -4.6938
O -1.4542 -6.6877 -3.7429
C -3.2377 -6.7966 -5.3062
H -0.3565 -8.6857 -4.7659
H -1.9397 -9.3314 -5.2394
H -1.0300 -8.2621 -6.3517
H -3.9868 -7.5881 -5.2378
H -3.0769 -6.5188 -6.3500
H -3.6015 -5.9223 -4.7637
C 3.1773 -5.2737 10.2731
C 4.0031 -4.3893 9.3803
O 4.0820 -4.5944 8.1854
C 4.7281 -3.2374 10.0251
H 2.7128 -6.0589 9.6748
H 3.8140 -5.7393 11.0290
H 2.3910 -4.6854 10.7504
H 5.4341 -3.6119 10.7690
H 4.0095 -2.5617 10.4937
H 5.2818 -2.6862 9.2630
C -7.0978 7.4431 -0.3376
C -6.5932 6.4208 0.6468
O -5.7603 5.5989 0.3306
C -7.1633 6.4589 2.0400
H -6.6004 7.2964 -1.2977
H -8.1742 7.3242 -0.4786
H -6.8733 8.4490 0.0230
H -8.2426 6.2962 2.0047
H -6.9420 7.4211 2.5063
H -6.7090 5.6674 2.6380
C -1.6974 -3.1424 8.8823
C -0.2309 -3.1276 9.2209
O 0.1979 -3.7090 10.2000
C 0.6842 -2.3650 8.3000
H -2.2351 -3.7280 9.6298
H -2.0902 -2.1238 8.8859
H -1.8482 -3.6008 7.9030
H 0.3966 -1.3120 8.2777
H 0.6383 -2.7891 7.2950
H 1.7101 -2.4402 8.6648
```

Computed properties:
Frontier orbital gap: 6.381 eV
Maximum force: 4.01 eV Å⁻¹
E_tot: -13922.08993 hartree
E_LUMO: 2.033 eV
Charge: -1

Here are the Mulliken charges for atoms 1 to 99, given in e: C -0.462; C -0.507; C 0.109; C -0.963; N 0.204; C -1.306; I 0.019; O -0.612; B 0.915; P 0.560; O -0.472; O -0.530; S -0.542; O -0.697; C 2.606; C -1.272; Br -0.125; C 0.310; C -1.082; Br -0.086; C -0.987; Br -0.057; C 0.011; C -0.619; Br -0.219; H -0.045; H 0.038; H 0.340; H 0.212; H 0.288; H 0.263; H 0.102; H 0.379; H 0.318; H 0.257; H -0.403; H 0.260; H 0.347; H 0.390; H 0.235; H 0.254; H 0.597; H 0.432; H 0.029; H 0.442; H 0.103; C -0.803; C 0.880; O -0.579; C -0.925; H 0.309; H 0.031; H 0.339; H 0.275; H 0.427; H 0.105; C -1.152; C 0.773; O -0.521; C -0.991; H 0.286; H 0.327; H 0.335; H 0.325; H 0.324; H 0.244; C -0.843; C 0.785; O -0.547; C -0.894; H 0.276; H 0.070; H 0.356; H 0.275; H 0.350; H 0.154; C -1.036; C 0.892; O -0.503; C -1.218; H 0.238; H 0.315; H 0.379; H 0.361; H 0.314; H 0.304; C -1.036; C 0.763; O -0.506; C -1.108; H 0.263; H 0.328; H 0.318; H 0.325; H 0.327; H 0.274; C -1.163; C 0.811; O -0.479

=====

[2]
The following is a DFT calculation (the ωB97M-V functional and the def2-TZVPD basis) of 6 unconnected molecules or ions with the total composition C39H75N3O9.

XYZ file:
```
126
C39H75N3O9 the ωB97M-V functional and the def2-TZVPD basis
O 11.0797 15.0611 14.8534
C 10.0852 15.1017 15.5238
O 9.6585 16.3095 15.9246
C 8.4543 16.1765 16.7296
C 7.8439 14.8143 16.2658
C 9.1473 14.0559 16.0575
H 7.8596 17.0789 16.4542
H 8.7805 16.1521 17.7586
H 7.4638 14.9327 15.2314
H 7.1310 14.3132 16.9068
H 9.1952 13.1824 15.5041
H 9.6380 13.7759 17.0446
O 10.9954 16.2065 18.9168
C 12.0336 16.0258 18.2953
O 12.4982 16.9414 17.4550
C 13.7863 16.5775 16.8939
C 14.1230 15.1637 17.3793
C 13.0277 14.9058 18.4423
H 14.5027 17.2573 17.3390
H 13.7093 16.6870 15.8494
H 15.1358 15.0223 17.7939
H 14.0092 14.4855 16.5556
H 13.3436 14.9935 19.5068
H 12.6165 13.8973 18.4818
O 9.7495 22.1673 11.6695
C 9.7582 21.0842 12.1531
O 10.1454 20.9417 13.5139
C 9.9699 19.5322 13.9133
C 10.0404 18.7059 12.5813
C 9.4269 19.7395 11.5793
H 8.9770 19.3377 14.4119
H 10.7413 19.1901 14.6121
H 9.5042 17.7442 12.5774
H 11.0851 18.4833 12.3583
H 8.3169 19.7234 11.4461
H 9.9267 19.6864 10.6010
C 11.4493 11.3943 16.3396
C 12.7912 11.0465 15.6508
C 12.6939 9.5949 15.1657
C 13.8154 9.2022 14.2535
C 13.8068 10.1686 13.0540
C 13.9238 11.6443 13.4290
N 12.9140 11.9484 14.4910
O 13.2290 13.2278 14.9570
C 15.3112 12.1272 13.8044
C 13.5215 12.4947 12.2282
C 13.8635 11.1278 16.7719
H 10.6162 11.2189 15.6794
H 11.4640 12.3835 16.7246
H 11.2115 10.7842 17.1993
H 12.6619 8.7740 15.9498
H 11.7451 9.3980 14.6660
H 13.6986 8.1962 13.9276
H 14.7631 9.2765 14.7506
H 12.9480 10.0118 12.4190
H 14.6189 10.0376 12.3348
H 15.2935 13.2338 13.8234
H 15.7412 11.8188 14.7613
H 16.1576 11.8002 13.0885
H 12.5344 12.2290 11.8286
H 13.5588 13.5701 12.4527
H 14.2163 12.4956 11.3879
H 14.8344 10.7075 16.5186
H 13.4371 10.4794 17.5349
H 13.8907 12.1466 17.1670
H 12.5434 13.8462 14.6311
C 8.5617 10.1131 13.9965
C 8.9819 10.6859 12.6620
C 10.2152 9.9914 12.1612
C 9.9036 8.6336 11.4979
C 8.9066 8.8570 10.3875
C 7.6184 9.4364 10.9000
N 7.9648 10.7052 11.6066
O 6.7869 11.3051 12.0224
C 7.0064 9.9536 9.5568
C 6.7081 8.3645 11.5502
C 9.4916 12.1556 12.9506
H 9.3921 10.2650 14.6666
H 8.5659 9.0235 13.9376
H 7.6216 10.4801 14.4635
H 10.6237 10.6308 11.3654
H 11.0258 9.9852 12.9269
H 9.5619 7.9192 12.1964
H 10.8465 8.3281 11.0320
H 8.6533 7.9400 9.8870
H 9.3408 9.6450 9.7221
H 7.6724 10.7270 9.2415
H 6.9665 9.1305 8.8186
H 6.0237 10.3984 9.7680
H 7.3195 7.6420 12.1279
H 5.8871 8.6785 12.2459
H 6.2553 7.7696 10.7399
H 8.8104 12.6300 13.6590
H 9.4517 12.7910 12.0534
H 10.4696 12.1526 13.4176
H 6.9126 12.1936 11.6955
C 9.5715 12.8681 22.5775
C 9.0931 13.0772 21.1069
C 7.9348 12.1795 20.6366
C 6.5315 12.6323 21.1648
C 6.3588 14.0752 20.6687
C 7.4851 14.9782 21.1131
N 8.7822 14.4343 20.7297
O 9.8249 15.2527 21.2173
C 7.2693 16.3017 20.2930
C 7.4096 15.3629 22.5990
C 10.2971 12.7054 20.1864
H 8.7762 12.7899 23.3282
H 10.2353 13.6434 22.8451
H 10.1155 11.8941 22.5438
H 7.9471 12.1966 19.5266
H 8.1550 11.1356 20.9398
H 6.5257 12.6122 22.2482
H 5.7724 11.9072 20.9030
H 5.3783 14.4670 21.0355
H 6.2126 14.0526 19.5890
H 8.1861 16.8920 20.2990
H 6.9324 16.0686 19.2944
H 6.5189 16.9032 20.8331
H 7.3348 14.4950 23.2937
H 8.2991 15.9985 22.8866
H 6.5143 15.9672 22.7922
H 10.4271 11.6432 20.1648
H 11.1804 13.1879 20.5521
H 10.1892 13.0650 19.1738
H 10.1767 15.5907 20.3850
```

Computed properties:
Frontier orbital gap: 8.748 eV
ΔE to the lowest compared entry with this formula, charge and spin: 164.1 kJ/mol
Maximum force: 2.94 eV Å⁻¹
SMILES: CC1(C)CCCC(C)(C)N1O.CC1(C)CCCC(C)(C)N1O.CC1(C)CCCC(C)(C)N1O.O=C1CCCO1.O=C1CCCO1.O=C1CCCO1
E_tot: -2372.30680 hartree
E_LUMO: 0.369 eV

Here are the Mulliken charges for atoms 1 to 99, given in e: O -1.019; C 0.836; O -0.267; C -0.319; C -0.532; C 1.221; H 0.357; H -0.013; H 0.328; H 0.406; H -0.669; H -0.794; O -0.640; C 0.367; O -0.350; C -0.884; C 0.452; C 0.155; H 0.266; H 0.508; H 0.446; H -0.705; H 0.436; H -0.132; O -0.539; C 0.394; O -0.390; C -0.114; C -0.377; C -0.337; H 0.126; H 0.236; H 0.211; H 0.267; H 0.255; H 0.279; C -0.932; C 1.676; C -1.266; C -0.841; C -1.401; C 1.687; N 0.656; O 0.284; C -1.522; C -1.708; C -1.787; H -0.741; H -0.250; H 0.706; H 0.423; H 0.254; H 0.538; H 0.423; H 0.300; H 0.568; H 0.301; H 0.280; H 0.318; H 0.138; H 0.354; H 0.427; H 0.389; H 0.516; H 0.115; H 0.244; C -1.098; C 2.408; C 0.074; C -1.098; C -1.319; C 1.309; N 0.513; O -0.539; C -1.864; C -1.549; C -1.938; H 0.196; H 0.330; H 0.294; H 0.529; H -1.427; H 0.426; H 0.449; H 0.504; H 0.399; H 0.440; H 0.410; H 0.378; H 0.323; H 0.278; H 0.424; H 0.585; H 0.382; H -0.052; H 0.361; C -1.838; C 1.590; C -1.188

=====

[3]
The following is a DFT calculation (the ωB97M-V functional and the def2-TZVPD basis) of 12 unconnected molecules or ions with the total composition C39H75N3O9.

XYZ file:
```
126
C39H75N3O9 the ωB97M-V functional and the def2-TZVPD basis
C -5.2229 -0.4609 0.3798
C -3.7736 -0.8753 0.0845
C -3.5258 -2.3929 0.1914
C -3.5490 -2.6461 1.5785
N -3.4117 -2.9578 2.6595
H -5.4803 -0.7029 1.3859
H -5.9247 -1.0521 -0.2341
H -5.3731 0.6116 0.2122
H -3.0879 -0.3492 0.7049
H -3.6148 -0.6182 -0.9941
H -2.5540 -2.6847 -0.2064
H -4.3094 -2.9527 -0.3365
C 1.7188 -0.2811 4.0714
C 2.6467 0.7404 4.7012
C 3.3029 0.2059 5.9894
C 4.0779 1.2135 6.7388
N 4.6234 2.0029 7.3160
H 0.7774 -0.3880 4.5783
H 2.1175 -1.2861 4.1277
H 1.4540 0.0465 3.0567
H 2.0719 1.6611 4.8553
H 3.4566 0.9429 3.9991
H 3.9705 -0.5956 5.7166
H 2.4949 -0.1751 6.5902
C 1.0877 2.5055 -5.7281
C 2.2706 1.5428 -5.7007
C 2.1602 0.4408 -4.6667
C 1.0947 -0.4740 -5.0612
N 0.1804 -1.1607 -5.2853
H 0.1664 1.9833 -6.1664
H 1.3511 3.3451 -6.3774
H 0.6928 2.8534 -4.7568
H 3.1459 2.1996 -5.6383
H 2.3248 1.0743 -6.6957
H 2.0146 0.7728 -3.6336
H 3.0723 -0.1481 -4.6028
C 0.3674 -3.6203 3.6919
C -0.0350 -3.5409 2.2743
O -0.0960 -2.4716 1.7040
C -0.4638 -4.8267 1.6357
H 1.3915 -3.1635 3.7457
H 0.4683 -4.6506 4.0586
H -0.2738 -2.9747 4.3241
H -0.6418 -4.6852 0.5450
H -1.4020 -5.1580 2.1005
H 0.2702 -5.5863 1.8136
C 2.8870 4.4532 4.0903
C 2.0416 3.6750 3.1241
O 2.5284 3.1491 2.1217
C 0.5965 3.5239 3.3491
H 3.5815 5.1315 3.5866
H 3.3934 3.6669 4.6862
H 2.2640 4.9024 4.8747
H 0.1107 3.1002 2.4519
H 0.1733 4.5307 3.5288
H 0.3258 2.9720 4.2913
C -2.3794 5.5628 0.7742
C -1.8762 4.1661 0.6209
O -2.4527 3.2334 1.1188
C -0.8069 4.0349 -0.4032
H -1.6301 6.3048 0.9449
H -3.1177 5.6925 1.5373
H -2.7954 5.8248 -0.1856
H -0.6434 2.9665 -0.5890
H 0.1051 4.5346 -0.0668
H -1.1165 4.3775 -1.3211
C -2.5053 -2.8290 -3.6018
C -1.4999 -3.7668 -3.0271
O -1.1930 -3.6668 -1.8447
C -0.7434 -4.6873 -3.9672
H -3.0944 -3.3523 -4.4133
H -1.8584 -2.1248 -4.1295
H -3.1928 -2.4230 -2.8461
H -0.3361 -5.5007 -3.3647
H 0.0643 -4.1000 -4.4403
H -1.4383 -5.1120 -4.6359
C -2.3052 0.9135 3.8853
C -2.3445 -0.0204 5.1473
O -1.3211 -0.2517 5.7531
C -3.6608 -0.5816 5.6312
H -1.5283 0.6036 3.2168
H -2.1720 1.9296 4.3032
H -3.2560 0.6940 3.4002
H -4.4502 0.1101 5.4121
H -3.6206 -0.8773 6.6585
H -3.9397 -1.3963 4.9452
C 3.2142 -2.6091 -2.3073
C 2.6495 -4.0205 -2.0661
O 2.8395 -4.8898 -2.8560
C 1.8288 -4.2011 -0.7921
H 3.6650 -2.2762 -1.4037
H 2.4413 -1.9270 -2.6077
H 3.9478 -2.6541 -3.0753
H 1.0434 -3.4674 -0.7844
H 2.5593 -4.0236 0.0572
H 1.4980 -5.1894 -0.6213
C 4.2365 2.7635 -1.4540
C 4.4349 1.2802 -1.2451
O 4.4701 0.4785 -2.1494
C 4.5912 0.8807 0.2716
H 4.8923 3.3873 -0.8269
H 3.2459 3.0420 -1.0836
H 4.4008 3.0337 -2.4996
H 3.6586 1.0513 0.8152
H 5.3570 1.4036 0.8402
H 4.7853 -0.2109 0.2707
C -3.3456 0.9689 -3.6305
C -2.9270 1.4148 -5.0214
O -2.6596 2.5546 -5.2602
C -3.0702 0.3838 -6.1431
H -3.0368 -0.0651 -3.2868
H -4.4062 1.0119 -3.6495
H -3.0275 1.7345 -2.9537
H -2.2739 -0.3868 -6.0575
H -2.9554 0.9261 -7.0971
H -4.0672 -0.0112 -6.0657
C 0.8158 0.2871 0.4709
C 0.4606 0.4695 -0.9724
O 0.8443 1.4408 -1.5951
C -0.2710 -0.6756 -1.6217
H -0.1295 -0.0375 0.8985
H 1.2991 1.1584 0.9312
H 1.4489 -0.6056 0.6190
H 0.3613 -1.6143 -1.5281
H -0.4287 -0.5076 -2.7268
H -1.2162 -0.9255 -1.1562
```

Computed properties:
Frontier orbital gap: 9.768 eV
ΔE to the lowest compared entry with this formula, charge and spin: 0.0 kJ/mol
Maximum force: 4.39 eV Å⁻¹
SMILES: CC(C)=O.CC(C)=O.CC(C)=O.CC(C)=O.CC(C)=O.CC(C)=O.CC(C)=O.CC(C)=O.CC(C)=O.CCCC#N.CCCC#N.CCCC#N
E_tot: -2372.36929 hartree
E_LUMO: 0.460 eV

Here are the Mulliken charges for atoms 1 to 99, given in e: C -1.612; C 0.920; C 1.200; C -0.171; N -0.595; H 0.421; H 0.398; H 0.383; H -0.085; H -0.459; H -0.842; H 0.567; C -0.707; C 0.132; C -0.685; C 0.117; N -0.433; H 0.262; H 0.215; H -0.027; H 0.016; H 0.232; H 0.386; H 0.371; C -0.868; C -0.833; C 0.763; C 0.133; N -0.566; H 0.152; H 0.410; H 0.157; H 0.366; H 0.326; H -0.432; H 0.360; C -0.904; C 0.714; O 0.073; C -1.103; H 0.153; H 0.420; H 0.120; H -0.266; H 0.412; H 0.542; C -1.215; C 0.541; O -0.394; C -0.370; H 0.387; H 0.219; H 0.347; H -0.345; H 0.511; H 0.334; C -1.572; C 0.913; O -0.493; C -0.771; H 0.395; H 0.376; H 0.383; H -0.385; H 0.371; H 0.767; C 0.107; C 0.534; O -0.349; C -1.439; H 0.481; H -0.331; H -0.083; H 0.312; H 0.209; H 0.545; C 0.055; C 0.633; O -0.574; C -1.261; H -0.391; H 0.269; H 0.243; H 0.384; H 0.350; H 0.247; C -0.437; C 0.308; O -0.591; C -0.090; H 0.207; H -0.131; H 0.517; H -0.570; H 0.403; H 0.464; C -0.979; C 0.762; O -0.524